Entry 1:
Here is the ion C4H11N2S with charge +1 at a distorted geometry from OMol25. Energies are from ωB97M-V with the def2-TZVPD basis set.

Structure (XYZ):
```
18
Properties=species:S:1:pos:R:3:forces:R:3:mulliken_charge:R:1
H 0.797026 -0.608898 1.544115 0.754 -0.742 -0.696 0.340
C -2.813925 -0.796724 -0.421159 -1.728 -0.898 0.714 -0.774
C 1.308423 -0.774426 0.557400 -2.460 0.029 -0.142 -0.422
H 0.508893 1.552572 1.452105 0.340 0.255 2.117 0.302
H 0.966342 0.451027 -1.224620 0.177 0.230 1.262 0.359
C 0.362308 1.711554 0.442236 -0.341 -1.309 -1.566 -0.514
H -3.032092 -0.236472 -1.340688 0.793 0.250 0.395 0.313
C -0.789534 0.913502 -0.133485 2.687 -0.894 4.476 -0.238
H -3.903783 -1.000625 -0.042066 2.353 -0.187 -0.330 0.316
H 3.158759 -1.231115 -0.035095 0.923 -0.411 -0.332 0.212
H 0.815064 2.582621 -0.007386 -0.414 0.153 -0.073 0.283
H 0.892994 -1.725304 0.010654 1.076 1.767 1.257 0.343
H 3.126120 -0.040070 1.143379 1.470 1.468 2.137 0.184
N 0.657180 0.424019 -0.226199 -0.768 0.186 -2.962 -0.110
S -1.830810 -0.065374 0.910473 -0.636 1.518 0.054 -0.037
N 2.665998 -0.572174 0.505897 -1.678 -1.880 -1.926 -0.366
H -2.149364 -1.652965 -0.554378 -1.292 -0.496 -0.933 0.243
H -1.249005 1.375489 -0.892731 -1.254 0.961 -3.453 0.567
```
Positions in Å, forces in eV/Å.

Calculated values
SMILES string = CS[C@H]1C[N@H+]1CN
energy above the lowest of the compared OMol25 structures with the same formula, charge and spin = 57.7 kcal per mole
frontier orbital gap = 10.088 eV
lowest unoccupied orbital energy = -2.877 eV
charge = +1


Entry 2:
Here is the ion C4H11N3 with charge -1 at a distorted geometry from OMol25. Energies are from ωB97M-V with the def2-TZVPD basis set.

Structure (XYZ):
```
18
Properties=species:S:1:pos:R:3:forces:R:3:mulliken_charge:R:1
H 0.924149 -1.150392 -1.583149 0.258 -0.267 0.120 0.256
H 0.354199 -1.010246 1.978558 0.579 -0.239 0.079 -0.073
H -0.799412 1.300582 -1.779388 0.212 -0.129 0.194 0.323
N 0.774586 -0.267227 2.561696 -1.172 0.045 -0.933 -0.541
N 0.263431 1.240209 0.731752 0.958 0.326 0.767 0.355
C 0.370247 -0.846829 -0.688858 -0.031 -0.074 -0.574 -1.127
H 0.157659 1.655563 2.773139 -0.798 0.324 -0.460 0.660
H -2.019774 0.613786 -2.492188 -0.065 -0.328 -0.115 0.212
C 0.336363 0.942785 1.968067 0.848 -0.480 0.896 -2.141
C -1.043785 -0.659928 -1.211737 -0.234 0.701 -0.620 -1.366
H -1.336494 -1.554123 -1.762766 -0.081 -0.241 0.230 0.471
H 0.403378 -1.665765 0.031930 0.050 0.019 0.082 1.125
H 1.105618 1.086946 -1.088982 -0.001 -0.137 -0.170 0.377
H -1.797261 -0.436608 -0.462126 0.148 -0.270 0.537 0.489
C 1.036602 0.437269 -0.210009 -1.275 0.415 -1.062 -1.195
H 2.084233 0.278985 0.010524 0.284 -0.282 0.955 0.622
N -1.058993 0.422914 -2.221859 -0.110 0.416 -0.162 -0.625
H 0.245256 -0.387921 3.445395 0.429 0.199 0.235 1.177
```
Positions in Å, forces in eV/Å.

Calculated values
energy above the lowest of the compared OMol25 structures with the same formula, charge and spin = 19.8 kcal per mole
frontier orbital gap (alpha / beta) = 3.126 / 9.163 eV
lowest unoccupied orbital energy (alpha / beta) = 4.274 / 4.164 eV
charge = -1
spin multiplicity = 2


Entry 3:
Here is an isolated molecule of C4H11N3 at a distorted geometry from OMol25. Energies are from ωB97M-V with the def2-TZVPD basis set.

Structure (XYZ):
```
18
Properties=species:S:1:pos:R:3:forces:R:3:mulliken_charge:R:1
H 1.741798 2.130295 -0.222215 -0.146 -0.296 -0.918 0.303
H -0.582410 2.206132 0.988115 -0.178 -0.232 0.030 0.318
H -0.859756 -0.320872 1.155382 -0.109 0.003 -0.150 0.336
N -0.984665 -0.720230 -0.916791 1.971 0.959 1.524 -0.226
H -0.661090 2.145640 -0.784519 -0.422 -0.389 0.214 0.320
N -0.446600 -2.763677 0.088833 0.602 0.732 -0.991 -0.654
N 1.663432 0.715376 1.236590 0.599 0.060 0.010 -0.439
C 1.146481 1.239949 -0.003830 -1.702 -0.517 1.177 -0.584
H -1.436713 -0.583952 -1.802225 0.220 0.604 0.033 0.236
H -2.158387 0.514137 0.182725 -0.160 -0.557 0.871 0.321
H 1.108056 0.366717 -0.690052 0.944 1.168 -0.301 0.269
C -0.408655 1.566369 0.118632 2.682 -0.572 -0.789 -0.478
C -1.106043 0.202395 0.233870 -2.332 0.924 -1.420 -0.654
H 0.134064 -2.153859 -1.839471 0.290 -0.165 0.225 0.372
H -0.225761 -3.678948 -0.316884 0.874 0.274 0.630 0.245
H 1.555387 1.295099 2.047305 -0.043 -0.268 0.207 0.157
C -0.242102 -1.886625 -0.842250 -2.850 -1.832 -0.511 -0.053
H 1.762970 -0.273938 1.366784 -0.239 0.103 0.160 0.212
```
Positions in Å, forces in eV/Å.

Calculated values
SMILES string = [H]/N=C/NCCCN
energy above the lowest of the compared OMol25 structures with the same formula, charge and spin = 60.7 kcal per mole
frontier orbital gap = 9.313 eV
lowest unoccupied orbital energy = 0.930 eV